Density functional theory data (ωB97M-V/def2-TZVPD) for a structure of composition C42H98CuN15O17.

The calculation puts the HOMO-LUMO gap at 8.08 eV. For the LUMO energy, the calculation gives -0.079 eV. The value obtained for the highest occupied orbital energy is -0.2999 hartree. The energy is -5399.7995 hartree.

Geometry as ORCA input:
```
! wB97M-V def2-TZVPD RIJCOSX def2/J DEFGRID3
* xyz 0 1
Cu 3.059 -0.602 1.383
N 0.102 -0.430 -0.310
O -1.076 -0.251 -0.073
O 0.373 -1.058 -1.324
O 1.014 0.104 0.284
C -7.399 0.808 -0.516
O -7.131 0.632 -1.717
N -6.751 1.700 0.253
C -5.645 2.583 -0.188
C -7.084 1.702 1.683
H -8.221 0.316 0.026
H -5.845 3.617 0.094
H -5.573 2.558 -1.275
H -4.674 2.335 0.240
H -6.250 1.237 2.210
H -7.219 2.749 1.953
H -7.969 1.160 2.016
C 4.002 -5.917 -2.607
O 3.280 -6.708 -3.188
N 3.734 -5.146 -1.544
C 2.412 -5.330 -0.906
C 4.558 -4.193 -0.876
H 4.996 -5.760 -3.054
H 1.794 -4.441 -1.039
H 2.546 -5.518 0.159
H 1.810 -6.163 -1.269
H 5.561 -4.150 -1.301
H 4.166 -3.183 -0.988
H 4.610 -4.474 0.176
C 3.559 -0.128 -1.904
O 4.142 -0.029 -0.819
N 4.122 -0.518 -3.043
C 5.559 -0.690 -3.166
C 3.348 -1.119 -4.156
H 2.494 0.130 -2.014
H 5.753 -1.708 -2.829
H 6.085 -0.064 -2.445
H 5.901 -0.546 -4.191
H 3.553 -2.189 -4.105
H 2.281 -0.910 -4.079
H 3.673 -0.698 -5.107
C 1.601 4.400 -5.860
O 2.142 3.510 -6.497
N 1.417 4.310 -4.485
C 0.851 5.377 -3.746
C 1.863 3.159 -3.738
H 1.158 5.313 -6.287
H 1.150 5.539 -2.710
H -0.198 5.099 -3.644
H 1.003 6.364 -4.182
H 1.060 2.515 -3.377
H 2.553 2.547 -4.319
H 2.396 3.513 -2.856
C -5.268 -2.025 3.491
O -5.234 -1.458 4.569
N -4.675 -1.606 2.358
C -4.905 -2.084 0.960
C -3.706 -0.489 2.323
H -5.908 -2.904 3.314
H -4.946 -1.213 0.305
H -5.798 -2.708 0.974
H -4.169 -2.847 0.707
H -4.048 0.462 1.915
H -3.281 -0.349 3.316
H -2.870 -0.863 1.732
C 0.613 -2.886 2.373
O 1.800 -2.699 2.269
N 0.008 -2.935 3.519
C 0.713 -2.788 4.795
C -1.455 -2.862 3.497
H -0.115 -2.853 1.548
H 0.873 -3.753 5.277
H 0.250 -2.132 5.533
H 1.695 -2.346 4.631
H -1.881 -3.791 3.874
H -1.715 -2.031 4.153
H -1.844 -2.561 2.524
C 1.048 0.209 -7.124
O 1.869 -0.629 -7.463
N -0.189 -0.039 -6.589
C -0.651 -1.428 -6.425
C -1.082 0.999 -6.435
H 1.195 1.279 -7.340
H 0.215 -2.082 -6.529
H -1.304 -1.707 -7.253
H -1.200 -1.574 -5.495
H -0.783 2.026 -6.645
H -2.028 0.685 -6.875
H -1.310 1.039 -5.370
C 5.212 -2.431 3.155
O 4.914 -2.188 2.023
N 6.075 -3.365 3.559
C 6.820 -4.253 2.586
C 6.723 -3.245 4.864
H 4.705 -2.056 4.057
H 7.543 -4.939 3.026
H 7.427 -3.748 1.835
H 6.128 -4.955 2.121
H 6.049 -2.789 5.588
H 7.096 -4.219 5.179
H 7.659 -2.687 4.816
C -5.258 3.346 5.603
O -6.116 2.576 5.196
N -4.087 3.530 5.051
C -2.980 4.137 5.793
C -3.649 3.018 3.787
H -5.446 4.040 6.437
H -3.333 4.717 6.645
H -2.457 4.794 5.098
H -2.276 3.478 6.301
H -3.042 3.721 3.216
H -3.028 2.123 3.780
H -4.359 2.812 2.986
C -3.923 -0.371 -4.804
O -4.557 -1.021 -5.597
N -4.005 -0.636 -3.482
C -3.232 0.157 -2.514
C -4.750 -1.803 -2.944
H -3.209 0.439 -5.020
H -2.821 1.090 -2.900
H -2.445 -0.446 -2.062
H -3.865 0.452 -1.677
H -5.045 -2.396 -3.809
H -4.246 -2.476 -2.250
H -5.686 -1.488 -2.482
C -1.554 -4.259 -0.693
O -1.439 -5.142 0.194
N -1.405 -4.442 -2.044
C -1.444 -3.259 -2.913
C -1.246 -5.750 -2.724
H -1.683 -3.189 -0.469
H -1.522 -2.311 -2.381
H -2.238 -3.260 -3.660
H -0.532 -3.069 -3.478
H -1.920 -5.718 -3.580
H -0.256 -5.766 -3.181
H -1.473 -6.644 -2.144
C 2.523 0.595 4.491
O 3.040 -0.003 3.510
N 1.209 0.901 4.587
C 0.624 1.606 5.732
C 0.208 0.481 3.560
H 3.003 0.777 5.465
H -0.457 1.466 5.744
H 0.813 2.679 5.733
H 0.963 1.073 6.620
H -0.329 -0.429 3.828
H -0.426 1.287 3.190
H 0.661 0.174 2.617
C 3.491 2.745 0.951
O 3.878 1.833 1.660
N 4.055 3.940 0.565
C 5.317 4.493 1.162
C 3.389 4.598 -0.616
H 2.580 2.664 0.339
H 5.681 3.943 2.030
H 5.150 5.489 1.571
H 6.084 4.438 0.390
H 3.911 4.464 -1.563
H 2.344 4.331 -0.775
H 3.426 5.676 -0.459
C 0.424 5.657 0.671
O 0.123 6.185 -0.417
N -0.009 4.497 1.091
C 0.420 3.953 2.395
C -1.067 3.736 0.428
H 1.050 6.165 1.421
H -0.360 4.203 3.113
H 1.363 4.387 2.728
H 0.615 2.886 2.286
H -0.884 2.668 0.314
H -2.017 3.746 0.963
H -1.180 4.168 -0.566
*
```

Löwdin population analysis, charges in e, atoms 1 to 2: 0.390, -0.638


Density functional theory data (ωB97M-V/def2-TZVPD) for an isolated molecule of C6H7NO2.

Its relative energy (zero: lowest compared OMol25 entry of this formula, charge and spin) is 61.0 kcal/mol. The calculation puts the HOMO-LUMO gap at 9.81 eV. For the LUMO energy, the calculation gives 0.830 eV. The value obtained for the highest occupied orbital energy is -0.3300 hartree. The SMILES is CC(=O)Nc1ccco1. The energy is -437.9706 hartree.

Geometry as ORCA input:
```
! wB97M-V def2-TZVPD RIJCOSX def2/J DEFGRID3
* xyz 0 1
C -1.792 1.115 -0.571
C -2.143 -0.316 -0.034
O -3.161 -0.830 -0.006
N -0.983 -1.038 0.490
C 0.360 -0.616 0.281
C 1.246 0.056 1.098
C 2.418 0.157 0.346
C 2.282 -0.458 -0.796
O 1.003 -0.940 -0.919
H -1.105 1.074 -1.650
H -1.284 1.547 0.358
H -2.575 1.717 -0.569
H -1.266 -1.831 0.763
H 0.745 0.568 2.091
H 3.414 0.493 0.723
H 2.843 -0.697 -1.606
*
```

Löwdin population analysis, charges in e, atoms 1 to 2: 0.016, -0.500


Density functional theory data (ωB97M-V/def2-TZVPD) for a structure of composition C25H17AsLuNO4S.

The calculation puts the HOMO-LUMO gap at 7.02 eV. For the LUMO energy, the calculation gives -0.973 eV. The value obtained for the highest occupied orbital energy is -0.2937 hartree. The energy is -5188.2025 hartree.

Geometry as ORCA input:
```
! wB97M-V def2-TZVPD RIJCOSX def2/J DEFGRID3
* xyz 0 1
Lu -0.499 2.061 -0.842
O 2.443 4.762 -1.930
C 1.487 4.173 -1.453
O 1.231 2.887 -1.566
C 0.375 4.973 -0.750
C 0.312 6.358 -0.588
C -0.936 6.901 -0.233
C -2.104 6.087 -0.140
C -1.933 4.685 -0.279
N -0.683 4.212 -0.468
C -3.026 3.658 -0.487
O -4.207 4.011 -0.497
O -2.628 2.454 -0.791
H 1.230 6.974 -0.695
H -1.083 8.004 -0.171
H -3.108 6.465 0.090
S -0.154 1.166 1.585
C -0.696 -0.330 2.280
C -1.188 -0.341 3.599
C -1.546 -1.538 4.247
C -1.454 -2.738 3.558
C -1.104 -2.760 2.219
C -0.661 -1.587 1.594
As -0.433 -1.363 -0.341
C -0.640 -3.361 -0.795
C 0.513 -4.182 -0.978
C 0.441 -5.321 -1.783
C -0.745 -5.748 -2.309
C -1.907 -5.006 -2.015
C -1.861 -3.810 -1.268
C 1.552 -1.279 -0.299
C 2.165 -1.306 -1.559
C 3.508 -0.906 -1.655
C 4.202 -0.456 -0.551
C 3.593 -0.416 0.694
C 2.260 -0.844 0.824
H -1.218 0.653 4.092
H -1.853 -1.520 5.292
H -1.685 -3.673 4.048
H -1.179 -3.639 1.610
H 1.468 -3.840 -0.523
H 1.330 -5.921 -1.950
H -0.781 -6.624 -2.948
H -2.848 -5.330 -2.435
H -2.786 -3.248 -1.065
H 1.645 -1.651 -2.441
H 4.007 -0.886 -2.641
H 5.232 -0.010 -0.659
H 4.166 -0.034 1.552
H 1.786 -0.817 1.818
*
```

Löwdin population analysis, charges in e, atoms 1 to 2: 1.503, 0.097


Density functional theory data (ωB97M-V/def2-TZVPD) for an isolated molecule of C4H7NO.

Its relative energy (zero: lowest compared OMol25 entry of this formula, charge and spin) is 62.6 kcal/mol. The calculation puts the HOMO-LUMO gap at 10.74 eV. For the LUMO energy, the calculation gives 1.138 eV. The value obtained for the highest occupied orbital energy is -0.3529 hartree. The SMILES is C1OC[C@H]2N[C@@H]12. The energy is -286.5319 hartree.

Geometry as ORCA input:
```
! wB97M-V def2-TZVPD RIJCOSX def2/J DEFGRID3
* xyz 0 1
C -1.088 -0.761 0.199
O 0.060 -1.335 0.818
C 1.080 -0.639 0.140
C 0.708 0.836 0.276
N 0.139 1.416 -0.924
C -0.753 0.749 0.039
H -1.923 -0.850 0.896
H -1.316 -1.344 -0.713
H 2.069 -0.942 0.473
H 0.933 -0.904 -0.918
H 1.190 1.480 1.007
H 0.392 0.864 -1.738
H -1.493 1.429 0.443
*
```

Löwdin population analysis, charges in e, atoms 1 to 2: -0.151, -0.126


Density functional theory data (ωB97M-V/def2-TZVPD) for a cluster of 2 separate species, C6H10N2O in total.

Its relative energy (zero: lowest compared OMol25 entry of this formula, charge and spin) is 38.8 kcal/mol. The calculation puts the HOMO-LUMO gap at 10.40 eV. For the LUMO energy, the calculation gives 0.471 eV. The value obtained for the highest occupied orbital energy is -0.3648 hartree. The SMILES is C=C(C)C(C)=O.N#CN. The energy is -419.3246 hartree.

Geometry as ORCA input:
```
! wB97M-V def2-TZVPD RIJCOSX def2/J DEFGRID3
* xyz 0 1
C 1.190 1.341 -1.184
C 0.216 0.436 -1.068
C -0.342 -0.263 -2.270
C -0.662 0.334 0.214
C -0.617 1.503 1.156
O -1.481 -0.561 0.259
H 1.511 1.974 -0.373
H 1.602 1.599 -2.148
H -0.132 0.273 -3.192
H 0.048 -1.280 -2.307
H -1.422 -0.397 -2.305
H -1.271 1.308 2.003
H 0.386 1.641 1.555
H -0.826 2.430 0.628
N 1.252 -0.608 2.540
C 0.900 -1.532 1.932
N 0.224 -2.610 1.568
H -0.271 -3.121 2.283
H -0.303 -2.468 0.710
*
```

Löwdin population analysis, charges in e, atoms 1 to 2: 0.074, -0.270


Density functional theory data (ωB97M-V/def2-TZVPD) for a structure of composition C52H57Cl3N6OPtS.

Its relative energy (zero: lowest compared OMol25 entry of this formula, charge and spin) is 0.0 kcal/mol. The calculation puts the HOMO-LUMO gap at 6.05 eV. For the LUMO energy, the calculation gives -0.513 eV. The value obtained for the highest occupied orbital energy is -0.2410 hartree. The energy is -4317.7108 hartree.

Geometry as ORCA input:
```
! wB97M-V def2-TZVPD RIJCOSX def2/J DEFGRID3
* xyz 0 1
Pt -1.617 -0.851 -0.213
C -3.616 -2.608 5.452
C -2.148 -2.240 5.215
C -1.966 -1.365 4.015
C -1.855 -0.014 3.971
C -1.791 0.949 5.114
C -0.353 1.358 5.448
C -1.744 0.346 2.573
C -1.627 1.637 2.103
C -1.482 2.013 0.782
C -1.338 3.379 0.325
C -1.345 4.583 1.215
C -0.012 4.772 1.944
C -1.177 3.323 -1.020
C -1.244 1.925 -1.388
C -1.124 1.444 -2.678
C -1.201 0.121 -3.061
N -1.422 -0.930 -2.221
C -1.405 -2.053 -2.991
C -1.571 -3.342 -2.524
C -1.763 -3.712 -1.208
N -1.797 -2.859 -0.148
C -1.958 -3.627 0.966
C -2.011 -3.152 2.260
C -1.920 -1.829 2.644
N -1.776 -0.773 1.797
C -2.045 -5.025 0.597
C -1.923 -5.078 -0.752
C -1.975 -6.279 -1.642
C -3.347 -6.463 -2.297
C -2.183 -6.159 1.563
C -0.848 -6.547 2.205
C -1.174 -1.703 -4.377
C -1.047 -0.352 -4.420
C -0.837 0.528 -5.611
C -2.137 1.171 -6.104
C -1.143 -2.680 -5.509
C -2.545 -3.098 -5.962
N -1.430 1.159 -0.278
C -1.051 4.458 -1.988
C -2.374 4.781 -2.689
H -4.213 -1.710 5.616
H -3.725 -3.256 6.323
H -4.032 -3.125 4.586
H -1.554 -3.150 5.103
H -1.753 -1.729 6.096
H -2.258 0.500 5.993
H -2.381 1.839 4.882
H -0.322 2.080 6.265
H 0.130 1.802 4.576
H 0.238 0.487 5.737
H -1.647 2.429 2.842
H -2.150 4.496 1.949
H -1.574 5.473 0.623
H 0.216 3.884 2.534
H -0.034 5.635 2.612
H 0.802 4.906 1.229
H -0.949 2.172 -3.460
H -1.543 -4.137 -3.258
H -2.132 -3.883 3.048
H -1.724 -7.169 -1.062
H -1.207 -6.199 -2.416
H -4.119 -6.594 -1.537
H -3.358 -7.336 -2.951
H -3.615 -5.587 -2.889
H -2.602 -7.024 1.044
H -2.904 -5.897 2.341
H -0.134 -6.861 1.441
H -0.975 -7.366 2.914
H -0.409 -5.699 2.734
H -0.395 -0.059 -6.419
H -0.110 1.308 -5.371
H -2.856 0.404 -6.397
H -1.956 1.817 -6.965
H -2.600 1.769 -5.318
H -0.572 -3.566 -5.218
H -0.607 -2.238 -6.352
H -3.102 -3.550 -5.140
H -2.497 -3.818 -6.780
H -3.113 -2.230 -6.303
H -0.289 4.224 -2.737
H -0.700 5.348 -1.458
H -2.744 3.912 -3.235
H -2.257 5.606 -3.393
H -3.135 5.056 -1.957
Cl 3.314 2.756 6.099
C 3.762 2.426 4.456
C 2.839 2.617 3.445
C 3.209 2.339 2.139
C 4.484 1.882 1.816
C 4.811 1.580 0.368
C 5.007 0.087 0.075
N 3.773 -0.480 -0.425
C 3.347 -0.431 -1.732
C 2.023 -0.757 -1.703
N 1.616 -0.978 -0.410
C 2.684 -0.809 0.324
O 5.957 2.262 -0.099
C 5.820 3.675 -0.160
C 4.611 4.118 -0.934
C 4.354 3.779 -2.230
Cl 5.372 2.865 -3.265
S 2.826 4.327 -2.777
C 2.521 5.084 -1.274
C 3.533 4.877 -0.390
C 5.387 1.709 2.865
Cl 7.006 1.150 2.569
C 5.041 1.975 4.180
H 1.850 2.981 3.682
H 2.488 2.476 1.341
H 3.940 1.885 -0.223
H 5.323 -0.470 0.956
H 5.779 -0.013 -0.687
H 4.020 -0.181 -2.536
H 1.336 -0.849 -2.530
H 2.734 -0.891 1.400
H 6.737 4.018 -0.640
H 5.779 4.103 0.848
H 1.603 5.629 -1.122
H 3.532 5.255 0.624
H 5.760 1.831 4.973
*
```

Löwdin population analysis, charges in e, atoms 1 to 2: 1.249, -0.086


Density functional theory data (ωB97M-V/def2-TZVPD) for a cluster of 2 separate species, C6H11N2O2 in total.

Its relative energy (zero: lowest compared OMol25 entry of this formula, charge and spin) is 165.1 kcal/mol. The calculation puts the HOMO-LUMO gap at 8.82 eV. For the LUMO energy, the calculation gives -4.166 eV. The value obtained for the highest occupied orbital energy is -0.4773 hartree. The energy is -494.7551 hartree.

Geometry as ORCA input:
```
! wB97M-V def2-TZVPD RIJCOSX def2/J DEFGRID3
* xyz 1 1
C -0.371 0.014 0.470
C -0.508 1.367 0.774
C -0.889 -0.722 1.442
C 0.030 2.598 0.201
C -1.116 -2.132 1.678
C 0.693 -0.816 -1.475
N -1.089 1.380 1.948
N 1.712 0.161 -1.721
O -1.283 0.136 2.328
O -0.327 -0.960 -2.304
H 1.177 2.497 0.242
H -0.179 2.680 -0.926
H -0.387 3.439 0.734
H -2.154 -2.265 1.913
H -0.943 -2.645 0.698
H -0.238 -2.530 2.321
H 1.073 -1.831 -1.051
H 2.086 0.058 -2.686
H 1.281 1.046 -1.558
H 2.432 0.038 -1.056
H -0.999 -1.516 -1.971
*
```

Löwdin population analysis, charges in e, atoms 1 to 2: 0.085, -0.369


Density functional theory data (ωB97M-V/def2-TZVPD) for a cluster of 2 separate species, C6H16N3 in total.

Its relative energy (zero: lowest compared OMol25 entry of this formula, charge and spin) is 16.1 kcal/mol. The calculation puts the HOMO-LUMO gap (spin up / spin down) at 8.44 / 7.47 eV. The expectation value of S² is 2.007. For the LUMO energy (spin up / spin down), the calculation gives -3.042 / -6.711 eV. The value obtained for the highest occupied orbital energy (spin up / spin down) is -0.4221 / -0.5211 hartree. The energy is -402.0001 hartree.

Geometry as ORCA input:
```
! wB97M-V def2-TZVPD RIJCOSX def2/J DEFGRID3
* xyz 1 3
C -0.478 -0.952 0.281
C 0.272 0.345 0.096
C 0.951 0.827 1.326
C -2.237 -1.840 1.797
C 0.005 -2.907 1.482
C -0.700 -1.569 1.626
N 0.670 1.476 -0.857
N 0.420 1.409 -2.073
N 1.078 3.589 -3.550
H -0.924 -1.399 -0.689
H 1.668 0.120 1.593
H 0.238 0.821 2.030
H 1.257 1.948 1.260
H -2.326 -2.641 2.383
H -2.790 -2.184 0.841
H -2.681 -0.923 2.112
H 1.199 -2.716 1.222
H -0.242 -3.475 0.652
H 0.098 -3.529 2.436
H -0.264 -0.996 2.319
H 0.814 2.213 -2.642
H 0.025 0.696 -2.697
H 1.809 3.319 -4.224
H 1.604 3.985 -2.802
H 0.535 4.385 -3.924
*
```

Löwdin population analysis, charges in e, atoms 1 to 2: 0.057, -0.059